The following is a quantum chemistry calculation of a 2-piece molecular cluster, C5H11NOS overall in a non-equilibrium geometry, from OMol25.

Positions of all 19 atoms, in Å:
S 2.8310 -0.1037 0.6790
O -1.6506 1.7661 0.2627
N 0.0331 0.4280 -0.4578
C -1.3005 0.7123 -0.2579
C -2.1769 -0.3704 -0.5594
C -3.4256 -0.6030 0.1482
C 0.4452 -0.9479 -0.6065
C 2.0316 -0.9766 -0.6535
H 0.5100 2.2253 3.1503
H 0.9682 2.4552 2.5898
H 2.2471 -2.0725 -0.6503
H 2.4315 -0.5397 -1.5783
H 0.2225 -1.3938 -1.5827
H -3.5914 -1.6663 0.3316
H -4.2109 -0.3439 -0.5833
H 0.0938 -1.6646 0.1611
H 0.9079 0.9280 -0.2248
H -1.7960 -1.0815 -1.2983
H -3.5161 -0.0093 1.0611

HOMO-LUMO gap in eV: 3.275
Spin multiplicity: 1
Energy relative to the best compared isomer or geometry (same formula, charge and spin) in eV: 6.742

Atom charges from the natural (NBO) analysis, given in e for atoms 1 to 8: number 1, S, carries -0.211; number 2, O, carries -0.547; number 3, N, carries -0.606; number 4, C, carries 0.517; number 5, C, carries 0.100; number 6, C, carries -0.710; number 7, C, carries -0.253; number 8, C, carries -0.580